Here is a molecular structure, C2H5NO at a distorted geometry from OMol25. Energies are from ωB97M-V/def2-TZVPD.

Results
Total energy: -5688.4760 eV
LUMO level: 0.9 eV
Strongest force on any atom: 3.58 eV/A
Kohn-Sham gap: 9.3580 eV

ORCA input file:
```
! RIJCOSX wB97M-V def2-TZVPD def2/J DEFGRID3
* xyz 0 1
C 0.89723 -0.41867 0.01726
C -1.10459 -0.08406 0.28528
N -2.26361 -0.03627 -0.27544
O 1.21744 0.95036 0.22519
H 1.01648 -0.91790 0.94240
H -0.72282 0.20480 1.26138
H 1.65490 1.25332 -0.59841
H 1.71924 -0.72465 -0.55409
H -2.41426 -0.22693 -1.30359
*
```

=====

Here is a single C2H5NO molecule at a distorted geometry from OMol25. Energies are from ωB97M-V/def2-TZVPD.

Results
Total energy: -5690.0781 eV
LUMO level: 0.4 eV
Strongest force on any atom: 9.43 eV/A
SMILES: C=NCO
Kohn-Sham gap: 10.1638 eV

ORCA input file:
```
! RIJCOSX wB97M-V def2-TZVPD def2/J DEFGRID3
* xyz 0 1
C -1.48960 -0.31115 0.09475
N -0.54521 0.68404 -0.23533
C 0.82257 0.56108 0.14906
O 1.40490 -0.70323 -0.06973
H -2.49955 -0.19034 -0.03114
H -0.97996 -1.20900 0.53523
H 1.06654 0.83500 1.15245
H 1.08891 1.38256 -0.57007
H 1.13141 -1.04896 -1.02522
*
```

=====

Here is a molecular structure, C2H5NO at a distorted geometry from OMol25. Energies are from ωB97M-V/def2-TZVPD.

Results
Total energy: -5688.9357 eV
LUMO level: 0.5 eV
Strongest force on any atom: 5.89 eV/A
Kohn-Sham gap: 11.0958 eV

ORCA input file:
```
! RIJCOSX wB97M-V def2-TZVPD def2/J DEFGRID3
* xyz 0 1
C 0.31921 0.13062 0.22181
N 1.07006 0.82456 -0.65314
C -0.98337 -0.25705 -0.32253
O 0.38636 -0.34547 1.54585
H 1.87651 1.29852 -0.28090
H 1.17413 -0.55914 0.70667
H -1.80393 0.47733 0.01246
H -1.19442 -1.28114 0.15104
H -0.84453 -0.28823 -1.38127
*
```

=====

Here is a single C2H5NO molecule at a distorted geometry from OMol25. Energies are from ωB97M-V/def2-TZVPD.

Results
Total energy: -5688.5020 eV
LUMO level: 1.1 eV
Strongest force on any atom: 4.28 eV/A
SMILES: CN1CO1
Kohn-Sham gap: 10.8074 eV

ORCA input file:
```
! RIJCOSX wB97M-V def2-TZVPD def2/J DEFGRID3
* xyz 0 1
C 1.07490 -0.45549 0.21320
N 0.43190 0.64790 -0.52614
C -1.21351 0.41479 -0.29728
O -0.45359 1.41432 0.22771
H 0.73936 -1.35786 -0.23548
H 2.20243 -0.25302 0.12983
H 0.60355 -0.62172 1.21965
H -1.94719 0.66115 -1.02996
H -1.43784 -0.45007 0.29847
*
```

=====

Here is a single C2H5NO molecule at a distorted geometry from OMol25. Energies are from ωB97M-V/def2-TZVPD.

Results
Total energy: -5692.0693 eV
LUMO level: 1.0 eV
Strongest force on any atom: 4.57 eV/A
SMILES: CNC=O
Kohn-Sham gap: 10.6623 eV

ORCA input file:
```
! RIJCOSX wB97M-V def2-TZVPD def2/J DEFGRID3
* xyz 0 1
C -0.37516 0.58197 0.86462
N -0.17873 -0.58689 0.12146
C 0.50828 -0.50134 -1.09113
O 0.67964 -1.25096 -2.01262
H -1.13645 0.44685 1.54778
H -0.59097 1.42582 0.17450
H 0.66089 0.92959 1.23015
H -0.68282 -1.47911 0.29577
H 1.11532 0.43407 -1.13053
*
```

=====

Here is a single C2H5NO molecule from OMol25. Energies are from ωB97M-V/def2-TZVPD.

Results
Total energy: -5692.7516 eV
LUMO level: 0.9 eV
Strongest force on any atom: 0.37 eV/A
SMILES: CNC=O
Kohn-Sham gap: 10.7431 eV

ORCA input file:
```
! RIJCOSX wB97M-V def2-TZVPD def2/J DEFGRID3
* xyz 0 1
C 0.85552 -0.70346 -0.05836
N -0.50495 -0.21723 -0.16402
C -0.83104 1.04454 0.21544
O -0.06627 1.82527 0.74658
H 1.29017 -0.33619 0.87363
H 0.85532 -1.79599 -0.05320
H 1.47631 -0.34779 -0.88878
H -1.18794 -0.76168 -0.66618
H -1.88711 1.29255 -0.00511
*
```

=====

Here is a single C2H5NO2 molecule from OMol25. Energies are from ωB97M-V/def2-TZVPD.

Results
Total energy: -7740.1914 eV
LUMO level: 0.8 eV
Strongest force on any atom: 0.68 eV/A
SMILES: O=CNCO
Kohn-Sham gap: 11.0802 eV

ORCA input file:
```
! RIJCOSX wB97M-V def2-TZVPD def2/J DEFGRID3
* xyz 0 1
O 1.86463 -0.07870 0.50741
C 1.23525 -0.60427 -0.37946
N -0.11725 -0.64090 -0.45157
C -0.95104 0.17750 0.40073
O -0.65396 1.54674 0.26985
H 1.73692 -1.08755 -1.22914
H -0.49879 -0.95520 -1.32735
H -1.97483 0.06904 0.06422
H -0.82232 -0.15189 1.42438
H 0.18138 1.72524 0.72092
*
```

=====

Here is 2 unconnected molecules or ions with the total composition C2H5NO2 from OMol25. Energies are from ωB97M-V/def2-TZVPD.

Results
Total energy: -7739.6593 eV
LUMO level: 0.5 eV
Strongest force on any atom: 0.96 eV/A
SMILES: N=C=O.CO
Kohn-Sham gap: 10.4671 eV

ORCA input file:
```
! RIJCOSX wB97M-V def2-TZVPD def2/J DEFGRID3
* xyz 0 1
N 1.00887 0.55650 -1.40529
C 0.66793 1.58147 -0.83121
O 0.28952 2.48451 -0.19881
H 1.50830 0.59631 -2.28056
C -0.83511 -0.82243 1.01809
O 0.30102 -1.43318 0.43196
H -0.60673 0.09248 1.59983
H -1.23918 -1.55861 1.71999
H -1.63749 -0.56826 0.29963
H 0.54288 -0.92879 -0.35363
*
```

=====

Here is 2 unconnected molecules or ions with the total composition C2H5NO2 at a distorted geometry from OMol25. Energies are from ωB97M-V/def2-TZVPD.

Results
Total energy: -7738.0417 eV
LUMO level: 0.4 eV
Strongest force on any atom: 5.46 eV/A
SMILES: NC=O.C=O
Kohn-Sham gap: 10.5674 eV

ORCA input file:
```
! RIJCOSX wB97M-V def2-TZVPD def2/J DEFGRID3
* xyz 0 1
N 0.30440 0.67401 1.38112
C 0.66734 1.36685 0.10549
O -0.18830 1.84373 -0.62753
H 1.16670 0.35545 1.67218
H -0.48099 -0.08663 1.21413
H 1.69447 1.77903 0.26389
C -0.68912 -1.42713 -1.08584
O -0.14748 -2.02290 -0.20060
H -1.13623 -1.96055 -2.05641
H -1.19081 -0.52187 -0.66643
*
```

=====

Here is a molecular structure, C2H5NO2 at a distorted geometry from OMol25. Energies are from ωB97M-V/def2-TZVPD.

Results
Total energy: -7735.1754 eV
LUMO level: 0.1 eV
Strongest force on any atom: 6.18 eV/A
Kohn-Sham gap: 9.6415 eV

ORCA input file:
```
! RIJCOSX wB97M-V def2-TZVPD def2/J DEFGRID3
* xyz 0 1
C -0.88785 0.38166 0.77957
N 0.36376 0.11061 0.04866
C 0.88720 -1.04048 -0.24656
O -0.13333 0.72441 -1.53889
O 1.51841 -1.63286 -1.04534
H 0.73119 0.81453 -1.97310
H 1.11968 -0.76325 1.06090
H -0.72425 1.32582 1.29214
H -1.12923 -0.39933 1.50272
H -1.74558 0.47890 0.11989
*
```

=====

Here is a single C2H5NO2 molecule at a distorted geometry from OMol25. Energies are from ωB97M-V/def2-TZVPD.

Results
Total energy: -7735.8001 eV
LUMO level: 0.8 eV
Strongest force on any atom: 4.34 eV/A
Kohn-Sham gap: 9.4922 eV

ORCA input file:
```
! RIJCOSX wB97M-V def2-TZVPD def2/J DEFGRID3
* xyz 0 1
C 0.62803 1.00078 0.63829
C -0.92168 -1.42564 0.15301
N -0.31662 -0.62260 -0.70880
O -0.10225 0.72531 -0.57727
O -0.94461 -2.68278 -0.13676
H 0.91715 2.04636 0.53394
H 0.02774 0.97855 1.55297
H 1.49199 0.52082 0.50042
H 0.22002 -0.93167 -1.53111
H -0.68770 -2.85357 -1.13477
*
```

=====

Here is 2 unconnected molecules or ions with the total composition C2H5NO2 at a distorted geometry from OMol25. Energies are from ωB97M-V/def2-TZVPD.

Results
Total energy: -7734.1811 eV
LUMO level (alpha / beta): -0.1 / -0.1 eV
Strongest force on any atom: 4.59 eV/A
Kohn-Sham gap (alpha / beta): 8.8558 / 8.8487 eV

ORCA input file:
```
! RIJCOSX wB97M-V def2-TZVPD def2/J DEFGRID3
* xyz 0 1
C 0.63881 0.97892 -0.54690
C 0.16166 0.06208 0.59955
N 1.04995 -0.97384 0.17578
O 1.41565 -0.26238 -1.02604
O -1.84075 -0.42499 -0.24167
H -0.03092 1.40456 -1.29529
H 1.26892 1.76844 -0.07540
H -0.08681 0.26698 1.60706
H 0.66626 -1.92223 -0.02401
H -2.04445 -1.40172 -0.19190
*
```

=====

Here is 2 unconnected molecules or ions with the total composition C2H5NO2P at a distorted geometry from OMol25. Energies are from ωB97M-V/def2-TZVPD.

Results
Total energy: -17029.0988 eV
LUMO level (alpha / beta): 4.0 / 4.0 eV
Strongest force on any atom: 5.21 eV/A
Kohn-Sham gap (alpha / beta): 7.4314 / 7.4303 eV

ORCA input file:
```
! RIJCOSX wB97M-V def2-TZVPD def2/J DEFGRID3
* xyz -1 1
C -0.20179 -0.38920 2.42761
C -0.69977 -0.01270 1.24959
N 1.85116 0.17364 -2.23849
O -1.61692 -0.64087 -1.23395
O -2.93024 1.19729 0.01127
P -2.01418 0.05721 0.06475
H 0.79181 0.01332 2.58461
H -0.43154 -1.24648 3.05693
H 0.89118 -0.12467 -2.34068
H 1.84061 1.18000 -1.90165
H 2.51968 -0.20754 -1.68000
*
```

=====

Here is a single C2H5NO2S molecule at a distorted geometry from OMol25. Energies are from ωB97M-V/def2-TZVPD.

Results
Total energy: -18575.1873 eV
LUMO level: 0.7 eV
Strongest force on any atom: 2.24 eV/A
SMILES: COC(=O)NS
Kohn-Sham gap: 10.5766 eV

ORCA input file:
```
! RIJCOSX wB97M-V def2-TZVPD def2/J DEFGRID3
* xyz 0 1
C 1.26202 1.00475 0.88847
O 0.15054 0.17369 0.60345
C -0.05688 -0.02525 -0.72010
O 0.67991 0.41999 -1.58171
N -1.16168 -0.74480 -0.93474
S -2.38405 -1.20866 0.20475
H 2.15631 0.59839 0.45309
H 1.33394 1.07674 1.96767
H 1.23731 1.97792 0.40254
H -1.42511 -0.88551 -1.88003
H -1.79229 -2.38726 0.59659
*
```

=====

Here is a single C2H5NO2S molecule at a distorted geometry from OMol25. Energies are from ωB97M-V/def2-TZVPD.

Results
Total energy: -18574.3540 eV
LUMO level: 0.5 eV
Strongest force on any atom: 3.42 eV/A
SMILES: NC(=O)[C@@H](O)S
Kohn-Sham gap: 9.6910 eV

ORCA input file:
```
! RIJCOSX wB97M-V def2-TZVPD def2/J DEFGRID3
* xyz 0 1
N 1.31428 -1.09921 0.03472
C 0.86623 0.13249 -0.17964
O 1.35243 1.06879 -0.77098
C -0.82459 0.52458 0.42064
O -0.85511 1.86787 0.41295
S -2.16400 -0.32841 -0.63562
H 0.90962 -1.58911 0.82662
H 2.15450 -1.51391 -0.23584
H -1.20148 0.22620 1.43495
H -0.05256 2.07554 -0.01441
H -1.49931 -1.36482 -1.29339
*
```

=====

Here is a single C2H5NO2S molecule at a distorted geometry from OMol25. Energies are from ωB97M-V/def2-TZVPD.

Results
Total energy: -18571.9840 eV
LUMO level: 0.1 eV
Strongest force on any atom: 4.26 eV/A
SMILES: O=[N+]([O-])CCS
Kohn-Sham gap: 9.7444 eV

ORCA input file:
```
! RIJCOSX wB97M-V def2-TZVPD def2/J DEFGRID3
* xyz 0 1
O -0.45274 -1.79050 -2.00916
N -1.30160 -1.42937 -1.27023
O -2.47743 -1.86312 -1.25187
C -1.11038 -0.32285 -0.29394
C 0.38454 -0.07736 -0.15156
S 0.89886 1.40826 0.69340
H -1.51532 0.62746 -0.62015
H -1.70843 -0.63992 0.49010
H 0.89975 -0.80450 0.35502
H 0.75692 -0.04143 -1.16768
H 0.12056 1.22205 1.88274
*
```

=====

Here is 2 unconnected molecules or ions with the total composition C2H5NO2S2 at a distorted geometry from OMol25. Energies are from ωB97M-V/def2-TZVPD.

Results
Total energy: -29405.9484 eV
LUMO level (alpha / beta): -0.8 / -0.8 eV
Strongest force on any atom: 3.83 eV/A
SMILES: C=[N+]([O-])O.S=CS
Kohn-Sham gap (alpha / beta): 8.3965 / 8.3958 eV

ORCA input file:
```
! RIJCOSX wB97M-V def2-TZVPD def2/J DEFGRID3
* xyz 0 1
C -0.90420 0.89757 -0.56102
N -1.43891 0.03203 0.17220
O -1.68446 -0.02791 1.33842
O -1.91393 -1.11465 -0.52819
H -0.52770 1.74008 0.01944
H -0.72800 0.69693 -1.61781
H -1.66490 -1.90812 -0.01468
S 1.43610 -1.65484 -0.25067
C 1.47261 -0.24478 0.67195
S 2.41587 1.19335 0.22480
H 0.76155 -0.16894 1.50470
H 2.77596 0.55926 -0.95911
*
```

=====

Here is 3 unconnected molecules or ions with the total composition C2H5NO2Si at a distorted geometry from OMol25. Energies are from ωB97M-V/def2-TZVPD.

Results
Total energy: -15614.6123 eV
LUMO level: -1.0 eV
Strongest force on any atom: 5.98 eV/A
Kohn-Sham gap: 8.5819 eV

ORCA input file:
```
! RIJCOSX wB97M-V def2-TZVPD def2/J DEFGRID3
* xyz 0 1
C 0.72648 -0.71406 0.36936
C 0.97324 2.40323 1.03012
N 0.97207 0.44912 0.55118
O 0.62490 -1.82849 0.00681
O -1.79751 -0.39417 -1.11572
Si -1.43671 -1.87496 -1.26611
H 2.07587 2.40370 1.10433
H 0.39377 2.29355 2.03130
H 0.36305 2.68190 0.22375
H -1.16174 -2.55338 -2.63143
H -1.73342 -2.86644 -0.30359
*
```

=====

Here is 2 unconnected molecules or ions with the total composition C2H5NO3 at a distorted geometry from OMol25. Energies are from ωB97M-V/def2-TZVPD.

Results
Total energy: -9786.9095 eV
LUMO level: 0.2 eV
Strongest force on any atom: 2.04 eV/A
SMILES: NC=O.O=CO
Kohn-Sham gap: 10.3544 eV

ORCA input file:
```
! RIJCOSX wB97M-V def2-TZVPD def2/J DEFGRID3
* xyz 0 1
N -1.60727 2.09031 -0.79776
C -0.77096 1.06569 -0.25534
O -1.03574 -0.10609 -0.21055
H -1.71394 2.91354 -0.15769
H -1.03534 2.63492 -1.46746
H 0.18375 1.51929 0.08728
O 2.32734 -3.08469 1.02182
C 1.38503 -2.39772 0.67449
O 1.38917 -1.07896 0.48343
H 0.40794 -2.84529 0.38487
H 0.47001 -0.71100 0.23691
*
```

=====

Here is 2 unconnected molecules or ions with the total composition C2H5NO3S at a distorted geometry from OMol25. Energies are from ωB97M-V/def2-TZVPD.

Results
Total energy: -20620.6601 eV
LUMO level: 0.3 eV
Strongest force on any atom: 5.73 eV/A
Kohn-Sham gap: 10.0983 eV

ORCA input file:
```
! RIJCOSX wB97M-V def2-TZVPD def2/J DEFGRID3
* xyz 0 1
C -0.98588 -0.35206 0.54286
C 0.85548 -1.62796 0.91093
N -0.40348 -1.43938 0.33692
O -1.08285 2.07802 -2.15967
O 0.66696 1.63922 0.24410
O 1.23182 -0.41742 1.50605
S 0.22425 0.78809 1.39651
H -0.39555 1.89885 -1.59119
H -1.96299 -0.19605 0.07502
H 1.65604 -2.00653 0.23289
H 0.80453 -2.39218 1.61364
H -0.60835 2.02740 -3.10808
*
```